No. 1
{
  "formula": "C44H110CdF6NO26S2Zn",
  "method": "ωB97M-V/def2-TZVPD",
  "multiplicity": 1,
  "e_tot_ha": -7095.553602,
  "homo_energy_ev": -10.0712,
  "charge": 1,
  "molar_mass_g_mol": 1425.27,
  "symbols": ["Zn", "Cd", "C", "C", "C", "O", "C", "C", "C", "O", "O", "O", "H", "H", "C", "F", "F", "F", "S", "O", "O", "N", "S", "O", "O", "C", "F", "F", "F", "C", "C", "O", "H", "H", "H", "H", "H", "H", "C", "C", "O", "H", "H", "H", "H", "H", "H", "C", "C", "O", "H", "H", "H", "H", "H", "H", "C", "C", "O", "H", "H", "H", "H", "H", "H", "C", "C", "O", "H", "H", "H", "H", "H", "H", "C", "C", "O", "H", "H", "H", "H", "H", "H", "C", "C", "O", "H", "H", "H", "H", "H", "H", "C", "C", "O", "H", "H", "H", "H", "H", "H", "C", "C", "O", "H", "H", "H", "H", "H", "H", "C", "C", "O", "H", "H", "H", "H", "H", "H", "C", "C", "O", "H", "H", "H", "H", "H", "H", "C", "C", "O", "H", "H", "H", "H", "H", "H", "C", "C", "O", "H", "H", "H", "H", "H", "H", "C", "C", "O", "H", "H", "H", "H", "H", "H", "C", "C", "O", "H", "H", "H", "H", "H", "H", "C", "C", "O", "H", "H", "H", "H", "H", "H", "C", "C", "O", "H", "H", "H", "H", "H", "H", "C", "C", "O", "H", "H", "H", "H", "H", "H"],
  "coordinates": [[0.0376, 2.3731, 16.9384], [3.8094, 9.8952, 18.1168], [2.2664, 6.2212, 17.2036], [2.8289, 7.3968, 17.7931], [2.0081, 8.0722, 18.9841], [2.3123, 9.1992, 19.2381], [1.1482, 7.1832, 19.7210], [0.7661, 5.9601, 19.1550], [1.3242, 5.4889, 17.8388], [0.8588, 4.4420, 17.2353], [-0.0298, 5.2759, 19.8806], [3.7818, 8.1103, 17.3369], [2.7259, 5.7604, 16.3417], [0.7929, 7.4830, 20.6958], [1.5362, 1.8226, 13.1466], [1.5758, 1.6350, 11.8447], [2.3782, 1.0409, 13.7807], [1.8258, 3.0787, 13.5140], [-0.2631, 1.4026, 13.7662], [-1.1068, 1.4415, 12.5561], [-0.1654, 0.0489, 14.3497], [-0.5601, 2.5392, 15.1195], [-1.3767, 3.6614, 14.4241], [-1.6131, 4.7662, 15.3699], [-0.8585, 4.1192, 13.1126], [-3.1507, 2.9292, 14.0924], [-4.0737, 3.5083, 14.8804], [-3.3607, 3.2395, 12.8043], [-3.1221, 1.5610, 14.3756], [-1.4695, 13.5028, 18.8571], [-0.3926, 13.9332, 17.8262], [-0.6164, 15.1397, 17.1413], [-2.4733, 13.3969, 18.4457], [-1.5304, 14.1557, 19.7278], [-1.0911, 12.5794, 19.2956], [-0.3964, 13.1441, 17.0743], [0.5916, 13.8430, 18.2858], [-0.1322, 15.6920, 17.7594], [1.6287, 11.9023, 20.1839], [2.9132, 12.6282, 19.6716], [3.8399, 11.6502, 19.2973], [0.8297, 12.6399, 20.2595], [1.8126, 11.4032, 21.1353], [1.0759, 11.2350, 19.5226], [3.2631, 13.3097, 20.4470], [2.7117, 13.3525, 18.8824], [4.6958, 12.0328, 19.0911], [9.4692, 6.4833, 17.1611], [10.2550, 7.5546, 16.2886], [11.6946, 7.4904, 16.4565], [9.7531, 5.4780, 16.8496], [8.4123, 6.5941, 16.9188], [9.6186, 6.4996, 18.2407], [9.9300, 8.5834, 16.4431], [10.0343, 7.2132, 15.2773], [11.9891, 8.3644, 16.1900], [-4.9392, 7.0451, 19.3243], [-5.8183, 7.2160, 18.0807], [-6.2681, 6.0428, 17.5546], [-3.9710, 6.5984, 19.0982], [-5.5108, 6.4873, 20.0661], [-4.6545, 7.9702, 19.8255], [-5.2133, 7.7783, 17.3694], [-6.7305, 7.7331, 18.3784], [-6.5565, 6.1788, 16.6492], [-2.7464, 10.2575, 21.5449], [-1.5854, 9.2208, 21.4090], [-0.7452, 9.5432, 20.3198], [-2.4700, 11.2296, 21.9532], [-3.5058, 9.8571, 22.2165], [-3.3178, 10.3395, 20.6203], [-2.0191, 8.2263, 21.3043], [-1.0964, 9.1905, 22.3827], [0.1036, 9.0967, 20.3617], [1.7204, 10.6423, 14.6253], [2.3146, 11.4250, 15.7736], [2.2865, 10.5428, 16.8533], [2.3430, 9.7980, 14.3295], [1.6665, 11.2275, 13.7074], [0.6792, 10.3774, 14.8094], [1.6314, 12.2648, 15.9001], [3.3256, 11.7848, 15.5823], [1.3775, 10.4001, 17.1269], [-3.6510, 5.9061, 22.6736], [-2.3390, 5.0494, 22.7811], [-1.2805, 5.8838, 22.4368], [-3.6928, 6.5821, 23.5276], [-4.5440, 5.2848, 22.6060], [-3.5048, 6.4998, 21.7712], [-2.4345, 4.1929, 22.1138], [-2.2901, 4.5070, 23.7253], [-0.7280, 5.5114, 21.7457], [6.0745, 9.4119, 23.4249], [7.1681, 8.3411, 23.4487], [6.7027, 7.0567, 23.1937], [5.4133, 9.3916, 24.2912], [5.5126, 9.3472, 22.4931], [6.4870, 10.4169, 23.3362], [7.6567, 8.2779, 24.4210], [7.8317, 8.6947, 22.6596], [7.3790, 6.3991, 23.3722], [5.7551, 9.1670, 15.0844], [5.9249, 10.6138, 15.5894], [5.3513, 10.6176, 16.8963], [6.3503, 8.9014, 14.2107], [4.6960, 8.9499, 14.9454], [6.1825, 8.4741, 15.8092], [5.4592, 11.2419, 14.8301], [6.9737, 10.8898, 15.6990], [5.6764, 11.4788, 17.1685], [0.0804, 1.3767, 21.1404], [0.9379, 1.3950, 19.9653], [0.3632, 2.3172, 19.0608], [-0.9962, 1.4466, 20.9849], [0.4391, 2.1647, 21.8025], [0.0757, 0.4885, 21.7722], [1.1525, 0.4028, 19.5684], [1.8912, 1.8164, 20.2846], [0.4044, 3.1322, 19.5666], [-3.6956, 2.5085, 18.9978], [-3.3003, 2.7594, 17.5785], [-1.9168, 3.0847, 17.6960], [-2.9965, 1.7960, 19.4358], [-4.6450, 2.0114, 19.1975], [-3.6333, 3.3781, 19.6520], [-3.8651, 3.6119, 17.2014], [-3.4401, 1.8596, 16.9794], [-1.8237, 3.9677, 18.0609], [-2.4550, 9.0983, 16.4326], [-1.0130, 8.9423, 16.8653], [-0.3782, 10.0640, 17.4846], [-2.7886, 8.1600, 15.9894], [-2.3482, 9.9249, 15.7302], [-3.0770, 9.2709, 17.3109], [-0.4914, 8.8472, 15.9129], [-0.9906, 8.1271, 17.5886], [-0.5945, 10.0166, 18.4187], [2.5311, 5.0376, 22.7718], [3.7711, 5.6313, 22.1039], [4.9460, 5.0630, 22.6786], [2.5145, 3.9478, 22.7834], [1.7663, 5.3140, 22.0460], [2.3319, 5.3481, 23.7975], [3.8628, 6.6733, 22.4103], [3.8620, 5.6551, 21.0180], [5.6196, 5.7326, 22.8178], [-1.1272, 6.0978, 25.8382], [-1.0847, 7.4614, 26.4528], [0.1026, 7.6242, 27.0740], [-0.4002, 6.0598, 25.0270], [-2.1276, 5.8806, 25.4636], [-0.8212, 5.4090, 26.6256], [-1.8658, 7.5234, 27.2105], [-1.3218, 8.3698, 25.8992], [0.0256, 7.1032, 27.8767], [1.3614, 8.2513, 23.9597], [1.3559, 9.7316, 24.5124], [0.8054, 9.8932, 25.7757], [1.7614, 7.5161, 24.6581], [1.7934, 8.2069, 22.9600], [0.3191, 7.9324, 23.9491], [0.7492, 10.3499, 23.8509], [2.3923, 10.0614, 24.5844], [0.8630, 9.1411, 26.3696], [6.7422, 7.1882, 18.7774], [5.7247, 7.7548, 19.8262], [5.2790, 9.1097, 19.5443], [6.3213, 6.7426, 17.8761], [7.3650, 6.3506, 19.0913], [7.3326, 8.0181, 18.3889], [6.1121, 7.7189, 20.8444], [4.9634, 6.9779, 19.8973], [5.8898, 9.7102, 19.9776], [3.9788, 2.2855, 17.8651], [3.3066, 2.1890, 16.5157], [2.0919, 1.5472, 16.5872], [4.2726, 1.2928, 18.2061], [3.3292, 2.8990, 18.4892], [4.9639, 2.7483, 17.8055], [4.0672, 1.7431, 15.8748], [3.1432, 3.2255, 16.2207], [2.3216, 0.6191, 16.5007], [-2.1770, -1.1998, 16.7971], [-1.4172, -0.3771, 17.8042], [-0.3713, 0.3355, 17.1835], [-2.9595, -1.8219, 17.2315], [-1.4907, -1.8216, 16.2223], [-2.8051, -0.6195, 16.1212], [-0.9727, -1.0371, 18.5491], [-2.0104, 0.3036, 18.4149], [0.1383, -0.2399, 16.6084]]
}

---

No. 2
{
  "formula": "C39H61N3O25S2",
  "method": "ωB97M-V/def2-TZVPD",
  "multiplicity": 1,
  "e_tot_ha": -4364.348995,
  "homo_energy_ev": -8.8254,
  "molar_mass_g_mol": 1036.05,
  "symbols": ["N", "C", "C", "O", "S", "O", "O", "C", "C", "C", "C", "C", "C", "C", "S", "C", "N", "N", "C", "O", "H", "H", "H", "H", "H", "H", "H", "H", "H", "H", "H", "H", "H", "H", "H", "H", "H", "H", "H", "C", "C", "C", "O", "C", "O", "O", "H", "H", "H", "H", "H", "H", "C", "C", "C", "O", "C", "O", "O", "H", "H", "H", "H", "H", "H", "C", "C", "C", "O", "C", "O", "O", "H", "H", "H", "H", "H", "H", "C", "C", "C", "O", "C", "O", "O", "H", "H", "H", "H", "H", "H", "C", "C", "C", "O", "C", "O", "O", "H", "H", "H", "H", "H", "H", "C", "C", "C", "O", "C", "O", "O", "H", "H", "H", "H", "H", "H", "C", "C", "C", "O", "C", "O", "O", "H", "H", "H", "H", "H", "H"],
  "coordinates": [[-0.7154, 1.0516, 1.2053], [-0.5268, 1.4159, 0.0074], [0.4206, 0.6474, -0.9037], [-0.3105, 0.2819, -2.0854], [0.5382, -0.5986, -3.2167], [0.8689, 0.3410, -4.2509], [1.8845, -0.9556, -2.3796], [2.2682, -2.3441, -2.4532], [1.1272, -3.3684, -2.3221], [0.2776, -3.2666, -1.0213], [-1.1385, -3.8318, -1.1768], [-2.0035, -3.0961, -2.2286], [-3.4670, -2.9325, -1.7421], [-4.3191, -4.1768, -2.1201], [-5.8634, -3.6383, -2.9420], [-6.5154, -2.4803, -1.7993], [-6.7083, -2.6385, -0.5475], [-7.2646, -1.4402, -0.1204], [-7.3533, -0.6743, -1.1239], [-6.8709, -1.2619, -2.2575], [-0.1608, 0.2249, 1.4333], [-1.0669, 2.2727, -0.4018], [1.2655, 1.2888, -1.1809], [0.7932, -0.1989, -0.3222], [2.9335, -2.5039, -1.6066], [2.8736, -2.5546, -3.3404], [1.6195, -4.3483, -2.2725], [0.4957, -3.4224, -3.2105], [0.2682, -2.2747, -0.5683], [0.7757, -3.9177, -0.2943], [-1.6358, -3.7106, -0.2089], [-1.1008, -4.9054, -1.4073], [-1.6082, -2.0838, -2.3361], [-1.9936, -3.6092, -3.1920], [-3.8416, -2.0269, -2.2241], [-3.4975, -2.7783, -0.6619], [-4.5575, -4.7399, -1.2176], [-3.7536, -4.8205, -2.7925], [-7.7740, 0.3148, -1.0621], [6.6051, 0.2546, 0.0606], [5.3254, 0.1331, 0.8486], [5.4379, -0.7930, 2.0279], [4.0989, -1.2949, 2.1547], [3.5411, -1.2500, 0.9197], [2.5263, -1.7965, 0.6166], [4.2885, -0.5042, 0.0750], [6.5270, 1.0628, -0.6677], [7.4479, 0.4624, 0.7163], [6.8057, -0.6586, -0.5011], [4.9656, 1.1196, 1.1522], [5.7490, -0.2772, 2.9336], [6.1126, -1.6337, 1.8482], [-5.4523, 1.6474, 1.9715], [-5.1774, 2.7494, 0.9793], [-4.3668, 2.3194, -0.2165], [-3.6737, 3.5245, -0.5726], [-3.5375, 4.2492, 0.5690], [-2.8158, 5.1917, 0.6792], [-4.3254, 3.7667, 1.5495], [-6.1784, 1.9852, 2.7038], [-5.8513, 0.7603, 1.4770], [-4.5463, 1.3766, 2.5170], [-6.1153, 3.2209, 0.6737], [-4.9895, 1.9733, -1.0394], [-3.6270, 1.5488, 0.0157], [2.0148, -9.6878, -3.2767], [1.4856, -8.3272, -2.8855], [0.3382, -8.3760, -1.9048], [-0.3969, -7.1935, -2.2349], [-0.1629, -6.9314, -3.5479], [-0.7896, -6.1631, -4.2005], [0.8810, -7.6657, -4.0081], [2.9421, -9.5889, -3.8410], [2.2138, -10.2985, -2.3955], [1.3042, -10.2059, -3.9209], [2.2967, -7.6951, -2.5140], [0.6708, -8.3477, -0.8693], [-0.3126, -9.2428, -2.0451], [12.3196, 3.3111, 1.8142], [11.4169, 2.4215, 0.9909], [10.0055, 2.9386, 0.8584], [9.2440, 1.7320, 0.7213], [9.9433, 0.7516, 1.3672], [9.5070, -0.3156, 1.6505], [11.2044, 1.1598, 1.6412], [13.3560, 2.9843, 1.7312], [12.2594, 4.3471, 1.4792], [12.0524, 3.2577, 2.8698], [11.8614, 2.2295, 0.0108], [9.8745, 3.5774, -0.0124], [9.6571, 3.4720, 1.7463], [-9.5744, 6.2092, -0.0622], [-9.7774, 4.7350, 0.1869], [-10.8908, 4.4082, 1.1527], [-10.4379, 3.1805, 1.7437], [-9.0847, 3.1921, 1.6909], [-8.3709, 2.4488, 2.2863], [-8.6392, 4.1675, 0.8629], [-8.8721, 6.3531, -0.9012], [-10.5167, 6.7028, -0.3087], [-9.1372, 6.6885, 0.8164], [-9.9114, 4.2067, -0.7614], [-11.8490, 4.2683, 0.6573], [-11.0036, 5.1539, 1.9432], [-3.5364, 7.9313, -2.9419], [-4.8279, 8.0153, -2.1628], [-4.8800, 7.0938, -0.9702], [-6.2857, 6.8138, -0.8672], [-6.8062, 6.9311, -2.1076], [-7.8920, 6.5436, -2.4206], [-5.9400, 7.5390, -2.9461], [-3.4829, 8.7324, -3.6796], [-2.6751, 8.0165, -2.2793], [-3.4776, 6.9901, -3.4885], [-5.0337, 9.0496, -1.8750], [-4.5092, 7.5573, -0.0596], [-4.3469, 6.1566, -1.1314], [6.4611, -3.5943, 6.9146], [6.6669, -2.5002, 5.8924], [7.5137, -2.9152, 4.7135], [8.1306, -1.6834, 4.3261], [8.2116, -0.9125, 5.4429], [8.8664, 0.0727, 5.5354], [7.4406, -1.4216, 6.4392], [5.7087, -3.2976, 7.6452], [6.1301, -4.5177, 6.4382], [7.3826, -3.7835, 7.4656], [5.7035, -2.0983, 5.5659], [6.9215, -3.3237, 3.8967], [8.2972, -3.6306, 4.9763]]
}